(1)
DFT (wB97M-V/def2-TZVPD) results for a single C23H21N5O5S molecule at a distorted geometry.

Cartesian coordinates (Å):
1 C -6.987 -2.530 -0.061
2 O -5.862 -1.730 0.215
3 C -4.778 -1.824 -0.616
4 C -4.680 -2.664 -1.713
5 C -3.523 -2.680 -2.478
6 C -2.464 -1.854 -2.160
7 C -2.555 -1.000 -1.072
8 C -3.698 -0.980 -0.294
9 N -3.814 -0.119 0.798
10 S -2.524 0.189 1.809
11 O -3.089 0.652 3.036
12 O -1.635 -0.947 1.861
13 C -1.711 1.553 0.985
14 C -2.510 2.636 0.715
15 C -1.975 3.757 0.088
16 N -2.809 4.873 -0.207
17 O -2.293 5.846 -0.726
18 O -3.991 4.790 0.070
19 C -0.616 3.785 -0.256
20 C 0.181 2.708 0.016
21 C -0.344 1.555 0.643
22 N 0.437 0.488 0.897
23 N 1.748 0.471 0.593
24 C 2.402 -0.594 0.871
25 C 3.794 -0.728 0.603
26 C 4.559 -1.852 0.873
27 C 4.154 -3.149 1.477
28 N 5.844 -1.620 0.490
29 C 5.956 -0.356 -0.033
30 C 7.061 0.309 -0.543
31 C 6.868 1.596 -1.004
32 C 5.612 2.202 -0.957
33 C 4.512 1.542 -0.450
34 C 4.680 0.244 0.020
35 H -7.716 -2.286 0.710
36 H -7.409 -2.301 -1.044
37 H -6.744 -3.596 -0.006
38 H -5.495 -3.318 -1.977
39 H -3.460 -3.345 -3.326
40 H -1.565 -1.864 -2.757
41 H -1.736 -0.346 -0.820
42 H -4.696 -0.197 1.284
43 H -3.552 2.616 0.994
44 H -0.223 4.668 -0.737
45 H 1.227 2.704 -0.239
46 H -0.004 -0.329 1.338
47 H 1.899 -1.451 1.336
48 H 3.381 -3.627 0.876
49 H 3.752 -2.997 2.478
50 H 5.006 -3.822 1.545
51 H 6.600 -2.279 0.580
52 H 8.032 -0.161 -0.577
53 H 7.705 2.146 -1.408
54 H 5.505 3.211 -1.327
55 H 3.541 2.005 -0.410

Values from the calculation:
**HOMO energy**: -7.57 eV
**Net charge**: 0
**SMILES**: COc1ccccc1NS(=O)(=O)c1cc([N+](=O)[O-])ccc1N/N=C/c1c(C)[nH]c2ccccc12
**Frontier orbital gap**: 7.25 eV
**Relative energy (zero: lowest compared OMol25 entry of this formula, charge and spin)**: 555.0 kJ/mol
**2S+1**: 1

=====

(2)
DFT (wB97M-V/def2-TZVPD) results for C23H21N6O2S3Sn as an isolated structure at a distorted geometry.

Cartesian coordinates (Å):
1 Sn -1.579 -1.303 0.540
2 N 6.428 -0.430 -0.583
3 C 5.160 -0.362 -0.036
4 C 4.031 -0.673 -0.801
5 C 2.772 -0.636 -0.234
6 C 2.623 -0.283 1.092
7 C 3.728 0.006 1.868
8 C 4.992 -0.035 1.313
9 S 1.005 -0.159 1.804
10 O 0.528 -1.502 2.075
11 O 1.047 0.720 2.936
12 N 0.013 0.349 0.639
13 C -0.082 1.607 0.230
14 N -1.174 1.871 -0.507
15 C -1.312 3.097 -0.954
16 C -0.394 4.101 -0.675
17 C 0.692 3.720 0.099
18 N 0.877 2.490 0.535
19 H 6.478 -0.415 -1.589
20 H 7.151 0.099 -0.121
21 H 4.139 -0.918 -1.849
22 H 1.902 -0.865 -0.828
23 H 3.577 0.282 2.900
24 H 5.859 0.207 1.915
25 H -2.189 3.282 -1.560
26 H -0.514 5.110 -1.039
27 H 1.460 4.432 0.383
28 S -2.948 -1.158 -1.687
29 C -1.657 -1.398 -2.805
30 C -1.788 -0.860 -4.082
31 C -0.756 -0.919 -5.006
32 C -0.888 -0.265 -6.245
33 N -1.011 0.294 -7.240
34 C 0.440 -1.589 -4.668
35 C 0.552 -2.179 -3.411
36 C -0.465 -2.083 -2.473
37 S -0.171 -2.805 -0.895
38 C 1.517 -1.630 -5.569
39 N 2.413 -1.664 -6.289
40 H -2.709 -0.358 -4.336
41 H 1.461 -2.701 -3.145
42 C -4.367 -1.043 4.091
43 C -3.261 -0.481 3.172
44 C -3.781 0.811 2.534
45 C -2.032 -0.162 4.017
46 C -3.048 -1.618 2.198
47 H -4.661 -0.286 4.816
48 H -4.006 -1.920 4.622
49 H -5.243 -1.328 3.512
50 H -4.009 1.550 3.303
51 H -4.681 0.616 1.952
52 H -3.023 1.226 1.869
53 H -2.288 0.552 4.800
54 H -1.242 0.273 3.411
55 H -1.635 -1.065 4.473
56 H -3.933 -1.600 1.522

Values from the calculation:
**HOMO energy**: -4.20 eV
**Net charge**: -1
**Frontier orbital gap**: 6.48 eV
**Relative energy (zero: lowest compared OMol25 entry of this formula, charge and spin)**: 152.8 kJ/mol
**2S+1**: 1

=====

| no. | total energy (Ha) | E_LUMO (eV) |
| --- | --- | --- |
| 1 | -1937.1167 | -0.311 |
| 2 | -2776.9935 | 2.272 |